# 1
151
Properties=species:S:1:pos:R:3:forces:R:3:lowdin_charge:R:1 method="wB97M-V/def2-TZVPD" charge=-1 e_tot_ha=-5479.5665 multiplicity=1
C 0.46744 -0.68103 -0.51907 0.382 -0.249 0.385 -0.12
C -0.14406 0.55795 0.17968 -0.618 1.412 -0.949 -0.71
C 0.66982 0.97679 1.41012 0.403 -0.100 0.381 -0.13
O -0.46140 1.61650 -0.67152 0.768 -1.162 0.654 -0.40
H 1.39444 -0.49809 -1.06246 -0.086 0.623 -0.417 0.05
H -0.24255 -1.19232 -1.16914 -0.088 0.281 -0.212 0.05
H 0.80937 -1.43711 0.18770 -0.244 -0.260 0.584 0.04
H -1.05867 0.20906 0.65912 -0.835 -0.687 0.164 0.08
H 0.16595 1.74200 2.00059 0.001 0.586 -0.583 0.05
H 1.68247 1.27191 1.13528 0.111 0.357 0.011 0.05
H 0.75496 0.20553 2.17563 0.180 -0.782 -0.121 0.04
C 8.34828 0.20916 5.80012 0.352 -1.490 0.004 -0.26
C 7.15419 0.93773 5.23292 0.547 1.247 0.262 -0.22
C 6.98933 2.12973 6.17676 -0.167 0.866 0.554 -0.20
S 8.65471 2.66001 6.88641 -0.877 -1.931 -0.600 0.74
O 8.64095 2.38449 8.34254 0.228 0.752 -2.245 -0.36
O 9.07713 3.92582 6.30509 -0.141 -0.782 0.845 -0.35
C 9.45086 1.20827 6.01089 0.163 1.495 0.358 -0.22
H 8.74280 -0.49341 5.06606 -0.146 -0.373 0.103 0.12
H 8.06106 -0.34554 6.69337 0.138 0.032 0.132 0.12
H 6.24240 0.35341 5.10923 0.123 -0.039 0.305 0.12
H 7.40426 1.34653 4.25392 0.034 -0.131 -0.178 0.12
H 6.43461 1.87530 7.07988 -0.222 0.099 -0.138 0.10
H 6.56989 2.98897 5.65342 -0.072 0.078 0.376 0.10
H 10.36837 0.97973 6.55316 -0.285 -0.462 0.051 0.10
H 9.70305 1.50730 4.99351 0.309 0.650 0.166 0.10
C 2.52757 -3.01858 -9.32202 0.585 -1.037 -0.869 -0.24
C 3.93202 -2.44442 -9.62283 0.586 -0.263 2.007 -0.20
C 4.96345 -3.17521 -8.66251 -0.780 0.103 -0.356 -0.19
S 4.00277 -4.07189 -7.31662 -0.345 2.135 -1.192 0.70
O 4.41562 -3.55546 -6.02466 -0.257 -0.795 -0.714 -0.34
O 3.96165 -5.47440 -7.64255 0.073 0.043 0.318 -0.33
C 2.40281 -3.27165 -7.82337 0.621 1.159 0.257 -0.21
H 2.46110 -3.99726 -9.79728 -0.181 -0.045 -0.346 0.11
H 1.78138 -2.36862 -9.77904 -0.248 -0.090 0.434 0.11
H 3.95650 -1.40684 -9.28978 -0.185 0.156 -0.138 0.10
H 4.28955 -2.44178 -10.65252 -0.386 -0.371 -0.001 0.11
H 5.59326 -2.41340 -8.20307 0.066 -0.396 0.223 0.09
H 5.56069 -3.90837 -9.20461 -0.043 -0.085 0.253 0.09
H 2.42850 -2.28558 -7.35958 0.208 0.010 0.443 0.10
H 1.49762 -3.73928 -7.43604 0.300 -0.511 -0.302 0.11
C -3.83281 -8.28424 -5.68025 -0.581 -2.461 2.215 -0.22
C -3.37309 -8.82181 -7.01759 -0.775 0.540 -1.621 -0.21
C -4.28196 -10.06000 -7.46003 0.323 0.973 0.234 -0.18
S -5.86164 -9.88685 -6.52799 0.280 1.291 0.436 0.68
O -5.95031 -10.97851 -5.60152 -0.451 -0.742 -0.146 -0.33
O -6.95941 -9.48792 -7.40791 1.120 -0.862 0.654 -0.34
C -5.40839 -8.42189 -5.54709 1.152 1.616 -2.257 -0.20
H -3.32646 -7.41189 -5.26707 -0.577 0.543 -0.708 0.12
H -3.42349 -9.03753 -5.00712 -0.135 -0.238 0.577 0.10
H -2.29979 -9.00972 -7.04610 -0.118 -0.604 0.360 0.11
H -3.43735 -8.00124 -7.73218 -0.510 -0.135 -0.481 0.10
H -3.80408 -11.02067 -7.26804 -0.234 0.084 0.640 0.09
H -4.56972 -10.12386 -8.50942 0.117 0.596 -0.038 0.09
H -5.96787 -8.24708 -4.62811 0.559 -0.837 0.275 0.11
H -5.79821 -7.64145 -6.20060 -0.166 0.236 -0.130 0.08
C -2.85704 7.63346 9.87932 -0.699 -0.175 -0.277 -0.21
C -3.21842 6.08286 10.00513 1.932 -0.007 -0.852 -0.19
C -1.88049 5.29340 9.90683 0.364 1.013 -0.036 -0.20
S -0.72065 6.39065 8.82495 -1.001 -0.689 0.175 0.73
O -1.19273 6.29455 7.43289 0.762 0.121 1.843 -0.35
O 0.68174 6.16224 9.17860 -1.563 0.391 -0.489 -0.36
C -1.40925 7.98711 9.52805 1.080 -1.762 0.188 -0.22
H -3.09246 8.10350 10.83417 -0.229 0.208 -0.255 0.10
H -3.49170 7.99783 9.07153 -0.140 0.346 0.358 0.11
H -3.83400 5.77141 9.16124 -0.167 0.210 0.176 0.10
H -3.71747 5.85112 10.94606 -0.002 0.139 -0.137 0.10
H -1.92159 4.27197 9.52855 -0.100 0.283 -0.490 0.09
H -1.43702 5.20442 10.89855 0.389 0.309 -0.070 0.09
H -1.16766 8.78446 8.82521 -0.605 -0.192 -0.237 0.10
H -0.80367 8.19338 10.41056 -0.016 -0.203 0.109 0.09
C 4.27043 -5.82953 2.65560 0.363 -0.266 -0.502 -0.22
C 5.10634 -5.60307 1.35633 -1.673 -0.893 0.105 -0.19
C 5.12147 -6.99129 0.67510 0.517 -0.413 0.218 -0.23
S 3.54627 -7.87716 0.99772 -1.120 -0.618 0.937 0.74
O 3.77392 -9.20377 1.63939 -0.098 2.236 -1.568 -0.37
O 2.61506 -7.73086 -0.14436 1.699 -0.411 1.713 -0.36
C 3.04278 -6.68940 2.31771 -0.112 0.372 -0.385 -0.22
H 3.93905 -4.89542 3.10917 0.180 0.001 -0.004 0.11
H 4.91037 -6.36810 3.35454 -0.150 -0.012 0.269 0.11
H 6.13302 -5.29405 1.55264 -0.236 0.247 -0.068 0.11
H 4.52372 -4.88726 0.77646 0.509 0.160 -0.331 0.12
H 5.87160 -7.58203 1.20087 -0.058 -0.261 0.021 0.09
H 5.37826 -7.04493 -0.38286 -0.346 0.228 -0.004 0.10
H 2.58984 -7.09108 3.22413 0.287 -0.732 -0.277 0.10
H 2.23269 -6.13996 1.83817 0.213 0.370 -0.142 0.10
C -8.24181 -2.06064 -2.71380 -1.738 0.711 0.076 -0.24
C -7.26384 -2.45037 -1.67627 1.950 -1.228 0.896 -0.23
C -7.95586 -2.79340 -0.32206 -0.626 0.101 -0.315 -0.18
S -9.59789 -3.52498 -0.77020 0.496 -0.023 -0.538 0.72
O -10.68379 -2.85210 -0.06830 0.737 -0.647 -0.099 -0.36
O -9.53977 -4.99877 -0.78250 0.057 2.085 -0.096 -0.35
C -9.53879 -2.77661 -2.45844 -2.391 -1.043 0.302 -0.23
H -7.92443 -2.17571 -3.75020 0.249 0.164 0.234 0.13
H -8.49253 -1.02861 -2.46854 0.172 0.327 -0.719 0.12
H -6.51894 -1.65763 -1.60730 -0.090 0.092 0.584 0.12
H -6.66283 -3.27440 -2.06080 -0.143 -0.493 0.367 0.12
H -8.19325 -1.89439 0.24673 -0.129 0.112 -0.147 0.10
H -7.49155 -3.47772 0.38804 0.360 -0.092 -0.482 0.10
H -10.39840 -2.10685 -2.43408 0.184 0.350 0.278 0.09
H -9.96152 -3.53376 -3.11884 0.935 -0.403 -0.333 0.10
N 5.75129 7.02890 -1.71954 0.298 -0.225 -0.279 -0.01
C 5.66514 8.39194 -1.53824 -0.266 -1.138 0.510 -0.13
C 5.83476 8.57951 -0.17864 0.605 1.365 -0.443 -0.13
C 6.18784 7.35827 0.44446 -0.255 0.036 -0.816 -0.11
C 6.07995 6.41635 -0.55211 0.310 -0.513 0.509 -0.15
H 5.64357 6.51701 -2.58353 -0.016 0.321 0.139 0.15
H 5.54958 9.00842 -2.41744 -0.274 0.255 0.430 0.10
H 5.81299 9.55040 0.29390 0.069 -0.034 0.029 0.08
H 6.59370 7.24086 1.43839 -0.432 -0.163 -0.020 0.09
H 6.23592 5.34855 -0.50865 -0.044 0.086 -0.073 0.11
N -4.39374 3.64395 -5.82663 -2.167 -0.246 0.688 0.00
C -3.93775 3.53220 -7.08502 -0.705 1.559 -0.882 -0.13
C -4.97577 4.05850 -7.87896 1.144 -0.707 -1.875 -0.14
C -6.16479 4.25200 -7.15498 1.831 -0.421 1.075 -0.11
C -5.73823 3.99980 -5.87417 -0.422 0.157 1.747 -0.15
H -3.85588 3.49416 -4.98498 -0.294 -0.218 -0.152 0.16
H -2.93673 3.14178 -7.19420 -0.066 0.413 -0.675 0.11
H -4.93589 4.39367 -8.90486 0.417 -0.697 -0.277 0.08
H -7.13805 4.48404 -7.56157 0.169 0.195 0.339 0.09
H -6.30085 4.07161 -4.95509 0.118 -0.056 0.050 0.10
N -5.84575 5.38693 1.10898 0.185 1.027 -0.065 0.01
C -5.97965 5.34005 2.44850 -0.977 -0.349 1.698 -0.17
C -7.01834 6.15009 2.85586 0.432 0.632 -0.911 -0.11
C -7.42733 6.89810 1.68902 0.717 -1.210 -0.400 -0.11
C -6.68113 6.38883 0.63007 -0.006 -0.038 0.324 -0.14
H -5.04979 4.96594 0.65147 -0.304 0.203 -0.254 0.15
H -5.37511 4.74990 3.12130 0.084 -0.288 -0.461 0.11
H -7.38932 6.22476 3.86739 0.083 0.133 -0.110 0.08
H -8.16648 7.68120 1.60646 0.015 -0.147 0.054 0.08
H -6.62745 6.65772 -0.41455 -0.190 0.016 0.121 0.10
N -0.31899 -0.91687 11.62736 0.734 0.696 -1.054 -0.01
C -1.20982 -1.65786 10.86439 0.573 1.193 -1.640 -0.12
C -0.82572 -1.48343 9.50462 -0.908 -1.221 2.473 -0.11
C 0.37886 -0.77537 9.51508 -0.229 0.921 -0.942 -0.15
C 0.62756 -0.31743 10.77600 -0.427 -1.008 0.444 -0.13
H -0.34163 -0.68838 12.61091 -0.318 -0.390 -0.265 0.14
H -2.09790 -2.12625 11.26231 0.235 0.060 0.177 0.09
H -1.38410 -1.82548 8.64578 0.198 -0.221 0.113 0.09
H 0.89000 -0.54042 8.59316 0.261 0.264 0.264 0.10
H 1.39833 0.37687 11.07644 -0.122 -0.283 0.429 0.10
N 3.49117 3.08453 -5.47616 0.689 -0.078 -1.635 0.01
C 4.77623 2.56082 -5.52480 0.177 0.762 0.411 -0.12
C 5.55790 3.29431 -6.47284 -0.588 -2.606 3.202 -0.12
C 4.68977 4.20795 -6.96619 -3.099 1.477 -2.461 -0.17
C 3.37257 3.99864 -6.49146 2.081 0.789 0.533 -0.13
H 2.73434 2.90058 -4.83314 0.357 -0.524 -0.008 0.15
H 5.01233 1.79173 -4.80427 0.287 0.064 -0.144 0.10
H 6.62154 3.16642 -6.60966 -0.195 -0.003 -0.200 0.09
H 4.85680 4.84811 -7.81983 0.193 0.219 0.104 0.08
H 2.46709 4.52627 -6.75241 0.064 -0.120 0.267 0.10

***

# 2
19
Properties=species:S:1:pos:R:3:forces:R:3:lowdin_charge:R:1 method="wB97M-V/def2-TZVPD" e_tot_ha=-766.6828 multiplicity=1 smiles=C[C@@]1([C@@H](N)CCl)CN1 de_lowest_kj_mol=327.3
C -0.56662 -1.73126 -0.42987 1.395 -5.330 -0.263 -0.10
C -1.00028 -0.37460 -0.01395 -3.448 -1.550 -2.813 -0.61
C -0.08427 0.70024 -0.48337 0.928 -1.581 2.901 -0.44
N -0.68437 1.95484 -0.32600 -1.681 2.759 -1.314 0.03
C 1.10719 0.54139 0.61043 1.266 1.298 1.021 -0.46
Cl 2.62582 -0.30010 -0.04210 -1.081 0.025 0.165 0.47
C -2.61836 -0.28525 -0.26639 0.596 0.986 2.571 -0.04
N -1.83554 -0.26466 1.08834 -0.715 -1.261 -0.009 0.02
H 0.02461 -2.45404 0.37432 -1.665 2.170 -1.384 0.12
H 0.28558 -1.67106 -1.21293 -1.864 -0.185 0.739 0.07
H -1.52597 -2.48983 -0.79968 3.059 2.345 0.889 0.14
H 0.33175 0.39000 -1.40605 0.362 0.165 -1.293 0.10
H 0.04424 2.63810 -0.47955 -0.247 0.527 0.035 0.07
H -1.52720 2.23420 -0.97402 2.367 -1.284 1.495 0.14
H 0.78472 -0.00557 1.58254 0.520 0.852 -1.879 0.11
H 1.63430 1.52779 0.92230 -1.582 -1.372 -0.521 0.08
H -3.20180 0.69210 -0.49168 1.296 -1.844 0.259 0.10
H -3.21278 -1.27464 -0.21417 1.066 1.918 -0.712 0.10
H -1.66296 0.58025 1.57720 -0.572 1.362 0.114 0.07

***

HOMO level for the records above, in order: -2.759 -8.897 eV
Maximum force for the records above, in order: 4.2 5.5 eV/A